w:
{
  "formula": "C22H31N3O3S",
  "method": "the ωB97M-V functional and the def2-TZVPD basis",
  "smiles": "CCc1ccccc1NS(=O)(=O)c1c(C(=O)N2CCCCCC2)c(C)n(C)c1C",
  "lumo_energy_ev": 0.450,
  "species": ["C", "C", "C", "C", "C", "C", "C", "C", "N", "S", "O", "O", "C", "C", "C", "O", "N", "C", "C", "C", "C", "C", "C", "C", "C", "N", "C", "C", "C", "H", "H", "H", "H", "H", "H", "H", "H", "H", "H", "H", "H", "H", "H", "H", "H", "H", "H", "H", "H", "H", "H", "H", "H", "H", "H", "H", "H", "H", "H", "H"],
  "positions_angstrom": [[-0.437, -2.832, -3.143], [0.141, -3.719, -2.037], [1.597, -3.424, -1.804], [2.564, -4.138, -2.496], [3.914, -3.890, -2.321], [4.313, -2.905, -1.436], [3.368, -2.171, -0.742], [2.012, -2.421, -0.917], [1.056, -1.708, -0.182], [1.454, -0.497, 0.889], [1.819, 0.712, 0.198], [2.381, -0.995, 1.865], [-0.124, -0.265, 1.644], [-1.216, 0.352, 0.980], [-1.125, 0.791, -0.433], [-0.902, -0.045, -1.307], [-1.316, 2.089, -0.711], [-1.482, 3.120, 0.288], [-0.176, 3.596, 0.936], [1.003, 3.744, -0.032], [0.645, 4.238, -1.435], [0.233, 3.096, -2.365], [-1.161, 2.539, -2.080], [-2.290, 0.285, 1.836], [-3.707, 0.691, 1.631], [-1.871, -0.319, 2.994], [-2.723, -0.576, 4.123], [-0.554, -0.662, 2.888], [0.211, -1.339, 3.964], [-0.421, -1.787, -2.850], [0.145, -2.945, -4.056], [-1.467, -3.113, -3.351], [0.035, -4.767, -2.330], [-0.422, -3.565, -1.115], [2.247, -4.911, -3.183], [4.646, -4.464, -2.869], [5.362, -2.697, -1.289], [3.671, -1.395, -0.059], [0.243, -1.410, -0.722], [-2.152, 2.764, 1.072], [-1.971, 3.962, -0.210], [0.118, 2.885, 1.710], [-0.391, 4.552, 1.421], [1.500, 2.778, -0.123], [1.717, 4.434, 0.422], [1.530, 4.710, -1.866], [-0.139, 4.999, -1.393], [0.957, 2.286, -2.262], [0.248, 3.439, -3.402], [-1.923, 3.302, -2.277], [-1.346, 1.679, -2.727], [-4.376, -0.149, 1.816], [-3.994, 1.502, 2.304], [-3.847, 1.021, 0.606], [-3.284, 0.322, 4.384], [-2.118, -0.873, 4.975], [-3.432, -1.377, 3.898], [1.226, -1.489, 3.608], [0.242, -0.732, 4.869], [-0.228, -2.306, 4.208]],
  "lowdin_charge": [-0.08, -0.20, -0.18, -0.05, -0.10, -0.08, -0.03, -0.22, -0.04, 0.70, -0.27, -0.29, -0.17, -0.08, -0.39, 0.04, -0.02, -0.14, -0.15, -0.19, -0.19, -0.17, -0.14, -0.22, -0.01, -0.05, 0.00, -0.23, -0.01, 0.05, 0.08, 0.07, 0.11, 0.11, 0.11, 0.10, 0.10, 0.09, 0.07, 0.10, 0.12, 0.11, 0.11, 0.07, 0.11, 0.11, 0.11, 0.12, 0.11, 0.13, 0.12, 0.09, 0.09, 0.09, 0.10, 0.09, 0.10, 0.06, 0.09, 0.09]
}

---

x:
{
  "formula": "C22H31N3O3S",
  "method": "the ωB97M-V functional and the def2-TZVPD basis",
  "lumo_energy_ev": 0.542,
  "species": ["C", "C", "C", "C", "C", "C", "C", "H", "H", "C", "N", "C", "C", "O", "C", "H", "H", "H", "C", "H", "H", "S", "O", "C", "C", "O", "N", "C", "H", "H", "C", "N", "C", "C", "H", "C", "H", "H", "C", "C", "H", "H", "C", "H", "H", "H", "H", "H", "H", "H", "H", "H", "H", "H", "H", "H", "H", "H", "H", "H"],
  "positions_angstrom": [[7.306, 3.043, -0.020], [6.252, 1.981, 0.009], [6.163, 1.034, -1.005], [5.179, 0.065, -0.988], [4.256, 0.027, 0.055], [4.338, 0.974, 1.076], [5.325, 1.936, 1.047], [5.383, 2.667, 1.841], [3.620, 0.935, 1.880], [3.220, -0.978, 0.091], [2.309, -1.114, 1.014], [1.553, -2.189, 0.631], [2.040, -2.662, -0.559], [3.107, -1.899, -0.891], [1.609, -3.766, -1.450], [1.557, -4.704, -0.899], [2.315, -3.867, -2.269], [0.621, -3.547, -1.853], [0.355, -2.609, 1.369], [0.428, -2.400, 2.432], [0.121, -3.656, 1.191], [-1.109, -1.631, 0.709], [-0.847, -1.514, -0.736], [-0.569, -0.024, 1.451], [-1.310, 1.151, 0.839], [-1.949, 1.932, 1.517], [-1.151, 1.249, -0.494], [-1.877, 2.217, -1.280], [-1.192, 2.656, -2.013], [-2.215, 2.998, -0.596], [-3.082, 1.610, -2.037], [-4.174, 1.096, -1.249], [-4.774, 2.079, -0.368], [-6.172, 1.677, 0.107], [-6.774, 1.361, -0.746], [-6.149, 0.587, 1.178], [-7.036, 0.680, 1.810], [-5.282, 0.757, 1.819], [-6.112, -0.840, 0.623], [-5.253, -1.014, -0.632], [-5.818, -0.717, -1.516], [-5.011, -2.074, -0.738], [-3.955, -0.198, -0.630], [-3.211, -0.734, -1.221], [-3.571, -0.116, 0.398], [-7.129, -1.162, 0.385], [-5.740, -1.502, 1.410], [-6.636, 2.571, 0.530], [-4.855, 3.011, -0.936], [-4.150, 2.271, 0.520], [-3.483, 2.397, -2.685], [-2.720, 0.799, -2.677], [-0.785, 0.440, -0.984], [-0.789, -0.076, 2.515], [0.507, 0.069, 1.288], [5.119, -0.667, -1.780], [6.876, 1.055, -1.817], [8.137, 2.752, -0.658], [7.680, 3.244, 0.981], [6.887, 3.971, -0.412]],
  "lowdin_charge": [-0.05, -0.28, -0.04, -0.01, -0.15, -0.01, -0.04, 0.11, 0.11, -0.27, 0.18, -0.31, -0.24, 0.13, 0.01, 0.09, 0.09, 0.08, -0.22, 0.10, 0.09, 0.96, -0.53, -0.21, -0.56, 0.05, 0.07, -0.15, 0.12, 0.11, -0.17, -0.16, -0.20, -0.18, 0.11, -0.21, 0.10, 0.11, -0.21, -0.17, 0.11, 0.10, -0.20, 0.10, 0.10, 0.10, 0.10, 0.11, 0.12, 0.11, 0.12, 0.12, 0.11, 0.10, 0.08, 0.12, 0.11, 0.08, 0.08, 0.09]
}

---

The energy of each structure relative to the most stable one, in eV, is as follows: w 0.000; x 0.722.

---

w:
{
  "formula": "C3H3N2O",
  "method": "the ωB97M-V functional and the def2-TZVPD basis",
  "charge": 1,
  "lumo_energy_ev": -6.824,
  "species": ["C", "C", "C", "N", "N", "O", "H", "H", "H"],
  "positions_angstrom": [[-0.186, 1.163, 0.012], [-0.041, -2.586, -0.075], [0.939, -1.765, 0.123], [0.213, 0.042, 0.039], [-0.562, 2.370, -0.006], [-0.879, -3.361, -0.159], [1.983, -1.593, 0.094], [-0.893, 2.824, 0.836], [-0.573, 2.906, -0.865]],
  "lowdin_charge": [-0.18, -0.18, 0.20, 0.24, 0.20, 0.31, 0.09, 0.16, 0.16]
}

---

x:
{
  "formula": "C3H3N2O",
  "method": "the ωB97M-V functional and the def2-TZVPD basis",
  "charge": 1,
  "lumo_energy_ev": [-7.507, -7.076],
  "species": ["C", "C", "C", "N", "N", "O", "H", "H", "H"],
  "positions_angstrom": [[0.040, -0.167, -0.037], [-1.097, -0.555, 0.429], [0.645, 1.105, 0.213], [0.174, 1.810, 1.180], [-0.801, 1.614, 1.823], [-1.680, 1.616, 2.583], [0.569, -0.920, -0.522], [-2.117, -0.602, 0.558], [1.454, 1.636, -0.313]],
  "lowdin_charge": [-0.12, 0.28, 0.00, 0.20, -0.01, 0.31, 0.11, 0.07, 0.16]
}

---

The energy of each structure relative to the most stable one, in eV, is as follows: w 0.000; x 4.578.

---

w:
{
  "formula": "C18H24N2SeSn",
  "method": "the ωB97M-V functional and the def2-TZVPD basis",
  "lumo_energy_ev": -0.320,
  "species": ["Sn", "C", "C", "C", "C", "C", "C", "C", "N", "C", "C", "C", "C", "C", "C", "C", "N", "C", "C", "C", "C", "H", "H", "H", "H", "H", "H", "H", "H", "H", "H", "H", "H", "H", "H", "H", "H", "H", "H", "H", "H", "H", "H", "H", "H", "Se"],
  "positions_angstrom": [[-4.030, 0.308, -3.340], [4.094, -0.969, -3.094], [3.353, -0.227, -1.957], [3.512, -0.963, -0.632], [3.913, 1.197, -1.711], [1.863, -0.123, -2.271], [1.416, -0.100, -3.572], [0.044, 0.065, -3.874], [-0.894, 0.186, -2.907], [-0.479, 0.108, -1.620], [0.887, 0.015, -1.302], [-1.539, 0.163, -0.599], [-1.242, 0.169, 0.764], [-2.216, 0.157, 1.748], [-3.539, 0.256, 1.308], [-3.764, 0.301, -0.046], [-2.804, 0.260, -0.976], [-1.858, 0.079, 3.220], [-1.084, -1.241, 3.465], [-0.909, 1.187, 3.615], [-3.120, 0.131, 4.107], [5.142, -1.229, -2.781], [4.152, -0.342, -3.989], [3.553, -1.870, -3.329], [4.559, -1.210, -0.411], [2.965, -1.895, -0.611], [3.164, -0.351, 0.216], [4.862, 1.122, -1.166], [3.215, 1.719, -1.016], [4.095, 1.728, -2.624], [2.144, -0.066, -4.392], [-0.305, 0.185, -4.897], [1.200, 0.044, -0.249], [-0.225, 0.133, 1.066], [-4.365, 0.363, 1.989], [-4.787, 0.344, -0.452], [-0.102, -1.170, 3.043], [-1.602, -2.099, 3.009], [-0.920, -1.418, 4.529], [0.017, 1.205, 2.972], [-0.588, 1.063, 4.685], [-1.394, 2.203, 3.599], [-3.802, -0.674, 3.875], [-3.583, 1.107, 4.064], [-2.745, 0.012, 5.140], [-6.254, 0.136, -2.598]],
  "lowdin_charge": [0.43, -0.05, -0.55, -0.07, -0.03, -0.18, -0.01, -0.09, 0.05, -0.19, 0.04, -0.21, 0.04, -0.15, 0.01, -0.15, -0.01, -0.57, -0.04, -0.06, -0.05, 0.10, 0.07, 0.08, 0.09, 0.09, 0.08, 0.09, 0.10, 0.08, 0.11, 0.11, 0.10, 0.09, 0.11, -0.01, 0.07, 0.10, 0.09, 0.09, 0.10, 0.10, 0.08, 0.08, 0.09, -0.25]
}

---

x:
{
  "formula": "C18H24N2SeSn",
  "method": "the ωB97M-V functional and the def2-TZVPD basis",
  "lumo_energy_ev": -0.219,
  "species": ["Sn", "C", "C", "C", "C", "C", "C", "C", "N", "C", "C", "C", "C", "C", "C", "C", "N", "C", "C", "C", "C", "H", "H", "H", "H", "H", "H", "H", "H", "H", "H", "H", "H", "H", "H", "H", "H", "H", "H", "H", "H", "H", "H", "H", "H", "Se"],
  "positions_angstrom": [[-4.894, -0.521, -0.838], [1.533, -0.869, 3.548], [0.269, 0.033, 3.857], [0.678, 1.505, 3.697], [-0.136, -0.291, 5.244], [-0.814, -0.230, 2.833], [-2.141, -0.454, 3.222], [-3.107, -0.450, 2.256], [-2.791, -0.530, 0.956], [-1.538, -0.468, 0.545], [-0.549, -0.272, 1.466], [-1.288, -0.365, -0.912], [0.025, -0.098, -1.455], [0.167, -0.073, -2.853], [-0.964, -0.097, -3.669], [-2.180, -0.386, -3.054], [-2.327, -0.546, -1.741], [1.506, 0.183, -3.487], [1.670, -0.741, -4.714], [2.662, -0.151, -2.540], [1.707, 1.611, -3.932], [2.152, -0.854, 4.453], [2.001, -0.351, 2.702], [1.226, -1.904, 3.223], [1.509, 1.672, 4.364], [-0.170, 2.171, 3.828], [1.101, 1.714, 2.681], [0.639, 0.088, 5.969], [-0.256, -1.367, 5.418], [-1.065, 0.129, 5.608], [-2.376, -0.590, 4.296], [-4.153, -0.505, 2.468], [0.453, -0.202, 1.123], [0.901, 0.065, -0.854], [-0.893, -0.081, -4.753], [-3.033, -0.571, -3.689], [1.436, -1.785, -4.400], [2.695, -0.675, -5.073], [1.105, -0.622, -5.571], [2.585, -1.165, -2.039], [2.791, 0.618, -1.758], [3.649, -0.139, -3.073], [0.845, 1.996, -4.430], [2.521, 1.553, -4.698], [1.940, 2.260, -3.148], [-5.088, 1.757, -1.076]],
  "lowdin_charge": [0.31, -0.03, -0.57, -0.03, -0.09, -0.15, 0.01, -0.11, 0.02, -0.22, 0.04, -0.16, 0.08, -0.16, 0.01, -0.13, 0.00, -0.57, -0.06, -0.08, -0.03, 0.08, 0.07, 0.11, 0.08, 0.09, 0.10, 0.11, 0.10, 0.07, 0.12, 0.10, 0.10, 0.09, 0.12, 0.11, 0.11, 0.08, 0.05, 0.11, 0.08, 0.10, 0.08, 0.11, 0.07, -0.31]
}

---

The energy of each structure relative to the most stable one, in eV, is as follows: w 0.000; x 0.408.